one:
This record from the OMol25 dataset describes a molecular structure, C42H55AsBF5N14Sr. The level of theory is the ωB97M-V functional and the def2-TZVPD basis.

Cartesian coordinates (Å):
Sr (0.85835, 0.46931, -0.71132)
C (1.03764, 0.14795, 4.12578)
C (0.37758, 0.38273, 2.91309)
N (1.18411, 0.14117, 1.88545)
N (2.36011, -0.26175, 2.40270)
C (2.29785, -0.26778, 3.74710)
B (3.57065, -0.71436, 1.54886)
N (4.12974, 0.45442, 0.70283)
C (5.35462, 0.99923, 0.78850)
C (5.45502, 2.00003, -0.15600)
C (4.20600, 1.99898, -0.78552)
N (3.42002, 1.05566, -0.27637)
N (3.18849, -1.89888, 0.62349)
C (3.83815, -3.07305, 0.53920)
C (3.24407, -3.82810, -0.45214)
C (2.22084, -3.00493, -0.93807)
N (2.19518, -1.84810, -0.28773)
H (0.65338, 0.25681, 5.12515)
H (-0.63568, 0.69442, 2.72318)
H (3.14872, -0.56727, 4.33539)
H (4.43683, -1.08886, 2.29341)
H (6.06391, 0.64329, 1.51640)
H (6.29487, 2.64369, -0.34937)
H (3.84076, 2.62937, -1.58070)
H (4.66981, -3.28971, 1.18797)
H (3.51238, -4.81992, -0.77218)
H (1.50574, -3.18798, -1.72419)
C (-4.41428, -0.84428, 0.76541)
N (-4.02303, 0.53044, 0.98291)
C (-5.09221, 1.50225, 1.03944)
C (-2.72313, 0.92400, 0.74344)
N (-1.93697, 0.35938, -0.12486)
C (-2.54804, -0.09364, -1.32259)
C (-3.31731, 0.81780, -2.01457)
C (-3.86704, 0.53836, -3.27113)
C (-3.60583, -0.65729, -3.87183)
C (-2.80667, -1.62561, -3.22115)
C (-2.48458, -2.82552, -3.90524)
C (-1.66778, -3.74952, -3.32936)
C (-1.22962, -3.56924, -2.00664)
C (-1.59052, -2.46323, -1.26323)
N (-1.29157, -2.40512, 0.09539)
C (-1.57603, -3.42016, 0.85222)
N (-2.54061, -4.38806, 0.59531)
C (-3.68926, -4.15574, -0.24895)
C (-2.23107, -5.79483, 0.76805)
N (-0.93643, -3.60197, 2.05044)
C (0.38207, -3.06405, 2.28945)
C (-1.60109, -4.13292, 3.22010)
C (-2.29815, -1.38038, -1.90917)
N (-2.25890, 1.94631, 1.52201)
C (-2.77175, 2.20619, 2.85189)
C (-1.52813, 3.04917, 0.91481)
H (-5.09533, -1.15609, 1.56242)
H (-3.52081, -1.46076, 0.81117)
H (-4.91155, -0.99343, -0.20016)
H (-5.77981, 1.33853, 0.20291)
H (-4.69112, 2.50925, 0.94928)
H (-5.65893, 1.43128, 1.97262)
H (-3.44247, 1.80778, -1.59124)
H (-4.44963, 1.29700, -3.77732)
H (-3.97949, -0.87696, -4.86408)
H (-2.87206, -2.96781, -4.90641)
H (-1.38367, -4.64452, -3.86908)
H (-0.64680, -4.34255, -1.51986)
H (-3.88566, -3.09730, -0.36154)
H (-4.56426, -4.62619, 0.20969)
H (-3.55238, -4.57523, -1.25059)
H (-1.28070, -5.91884, 1.27719)
H (-2.16391, -6.28501, -0.21061)
H (-3.00985, -6.30262, 1.34465)
H (0.36947, -2.38283, 3.14288)
H (0.71145, -2.52037, 1.41689)
H (1.08390, -3.87711, 2.50380)
H (-2.63383, -4.38032, 2.99412)
H (-1.58842, -3.38545, 4.01972)
H (-1.09805, -5.03029, 3.59474)
H (-3.24533, 1.31216, 3.25152)
H (-3.49643, 3.02719, 2.86709)
H (-1.93839, 2.48702, 3.49981)
H (-1.08791, 2.74770, -0.03323)
H (-0.72462, 3.37808, 1.57167)
H (-2.20022, 3.89661, 0.72692)
C (3.85053, -0.97344, -3.01938)
C (2.51329, -0.98470, -3.67303)
N (1.36397, -0.55392, -3.19105)
C (0.41983, -0.79780, -4.16814)
C (1.00099, -1.38463, -5.24239)
N (2.33367, -1.49725, -4.91385)
H (3.80142, -0.43209, -2.07943)
H (4.58664, -0.48767, -3.66230)
H (4.18767, -1.98985, -2.80797)
H (-0.60663, -0.51171, -4.03463)
H (0.60634, -1.71415, -6.18591)
H (3.06037, -1.87722, -5.49495)
C (1.52238, 4.06475, 4.69400)
As (1.75163, 4.00908, 2.73905)
C (2.07504, 5.92722, 2.49409)
C (3.61205, 3.41593, 2.75472)
H (2.33680, 4.61093, 5.17304)
H (1.49973, 3.04548, 5.07944)
H (0.57771, 4.54994, 4.94228)
H (1.19392, 6.48566, 2.81159)
H (2.25004, 6.13147, 1.43881)
H (2.93502, 6.25631, 3.07851)
H (4.24235, 4.11698, 3.30405)
H (3.97604, 3.32404, 1.73391)
H (3.66513, 2.43355, 3.22624)
F (1.96915, 4.25392, -0.52524)
C (1.12270, 4.15924, -1.59605)
C (0.51633, 2.96257, -1.89284)
C (-0.27669, 3.00846, -3.01189)
F (-0.89734, 1.86574, -3.44172)
C (-0.50263, 4.13549, -3.78232)
F (-1.29821, 4.11350, -4.86685)
C (0.12062, 5.31689, -3.42104)
F (-0.07012, 6.43263, -4.14063)
C (0.95000, 5.33135, -2.31343)
F (1.56587, 6.47569, -1.96672)

Computed properties:
2S+1 = 1
E_LUMO = 0.48 eV
Kohn-Sham gap = 7.72 eV
highest occupied orbital energy = -7.2 eV

Here are the Löwdin charges for atoms 1 to 5, given in e: number 1, Sr, carries 1.28; number 2, C, carries -0.08; number 3, C, carries -0.17; number 4, N, carries -0.03; number 5, N, carries -0.04


two:
This record from the OMol25 dataset describes a molecular structure, C42H55AsBF5N14Sr. The level of theory is the ωB97M-V functional and the def2-TZVPD basis.

Cartesian coordinates (Å):
Sr (-1.12978, 1.15683, 0.88660)
C (1.54595, 1.14628, 4.90427)
C (0.72321, 0.50940, 3.96882)
N (0.32336, 1.36058, 3.03266)
N (0.86202, 2.55926, 3.34851)
C (1.59934, 2.45386, 4.46705)
B (0.53499, 3.85519, 2.57759)
N (1.06030, 3.77973, 1.12516)
C (2.01334, 4.56355, 0.59631)
C (2.28561, 4.12148, -0.68341)
C (1.42437, 3.03458, -0.85542)
N (0.68918, 2.83326, 0.23418)
N (-0.99123, 4.10393, 2.63311)
C (-1.60243, 5.06904, 3.34138)
C (-2.95938, 4.82257, 3.34278)
C (-3.08904, 3.64709, 2.59721)
N (-1.90560, 3.22238, 2.16966)
H (2.01156, 0.72467, 5.77779)
H (0.38658, -0.51392, 3.93231)
H (2.09574, 3.31740, 4.87702)
H (1.08551, 4.77535, 3.11980)
H (2.43252, 5.37433, 1.16780)
H (2.99878, 4.52441, -1.38125)
H (1.28055, 2.39308, -1.71016)
H (-1.02826, 5.85614, 3.80017)
H (-3.73438, 5.39879, 3.81628)
H (-3.97963, 3.09020, 2.34975)
C (5.05991, -0.65087, 1.82158)
N (3.62076, -0.53322, 1.73730)
C (3.13975, 0.79389, 1.42724)
C (2.78250, -1.61712, 1.66954)
N (1.64942, -1.51824, 1.07316)
C (0.60045, -2.39637, 1.34688)
C (0.33180, -2.78263, 2.64621)
C (-0.76448, -3.59169, 2.98369)
C (-1.62568, -4.00552, 2.01452)
C (-1.42258, -3.61682, 0.66867)
C (-2.36745, -4.01451, -0.30945)
C (-2.21822, -3.63254, -1.60805)
C (-1.09256, -2.88394, -1.98859)
C (-0.12262, -2.50872, -1.08218)
N (0.98028, -1.77653, -1.52016)
C (1.73286, -2.21335, -2.45433)
N (2.56320, -1.33482, -3.11739)
C (3.83931, -1.71779, -3.67432)
C (2.29638, 0.08457, -3.08105)
N (1.86294, -3.53580, -2.86809)
C (1.71867, -3.86031, -4.27312)
C (1.59460, -4.63945, -1.97038)
C (-0.29841, -2.82024, 0.30709)
N (3.32082, -2.77773, 2.22247)
C (2.97959, -4.07915, 1.68928)
C (3.77010, -2.78155, 3.60014)
H (5.51978, -0.12476, 0.97917)
H (5.36146, -1.69330, 1.78487)
H (5.44624, -0.20344, 2.74344)
H (3.32566, 1.47526, 2.26302)
H (2.07841, 0.74742, 1.22404)
H (3.64227, 1.18742, 0.53761)
H (1.00067, -2.44730, 3.42829)
H (-0.93217, -3.85952, 4.01954)
H (-2.49266, -4.60856, 2.25514)
H (-3.22238, -4.59950, 0.00698)
H (-2.95913, -3.90489, -2.34959)
H (-0.95799, -2.59295, -3.02430)
H (4.05511, -2.75701, -3.44444)
H (4.62954, -1.09511, -3.24258)
H (3.86787, -1.58498, -4.76171)
H (1.38264, 0.26068, -2.51989)
H (2.18474, 0.48312, -4.09697)
H (3.11710, 0.62287, -2.59463)
H (1.76695, -2.95828, -4.87866)
H (0.75055, -4.34398, -4.45455)
H (2.50619, -4.54519, -4.60255)
H (1.68083, -4.31185, -0.93323)
H (2.33004, -5.42835, -2.15151)
H (0.59139, -5.05788, -2.10687)
H (2.73254, -3.98598, 0.62924)
H (2.13410, -4.54849, 2.20221)
H (3.85078, -4.73324, 1.78435)
H (3.87799, -1.76306, 3.96590)
H (4.73208, -3.29415, 3.69539)
H (3.04587, -3.30115, 4.24078)
C (-0.11774, 3.27173, -4.28391)
C (-0.72545, 1.96738, -3.89609)
N (-0.82811, 1.48000, -2.68062)
C (-1.48318, 0.27483, -2.80614)
C (-1.77490, 0.03046, -4.10981)
N (-1.28210, 1.11828, -4.79806)
H (0.63108, 3.56231, -3.55000)
H (-0.87220, 4.06001, -4.32102)
H (0.35850, 3.20840, -5.26285)
H (-1.69131, -0.34842, -1.95412)
H (-2.27731, -0.78515, -4.59821)
H (-1.34167, 1.27181, -5.78912)
C (-4.64315, 4.20511, -0.37354)
As (-3.18137, 3.08889, -1.05716)
C (-1.94093, 4.56597, -1.38844)
C (-3.94654, 2.84652, -2.84252)
H (-4.95762, 4.91458, -1.13999)
H (-4.30511, 4.75476, 0.50264)
H (-5.49315, 3.58261, -0.09465)
H (-2.40132, 5.34107, -2.00311)
H (-1.03835, 4.18955, -1.86480)
H (-1.66218, 4.99085, -0.42252)
H (-4.00450, 3.80264, -3.36465)
H (-4.95217, 2.44293, -2.72547)
H (-3.36286, 2.13646, -3.42283)
F (-4.02757, -0.67062, -1.06235)
C (-4.02138, -1.11694, 0.23056)
C (-3.10040, -0.62626, 1.12334)
C (-3.20105, -1.15035, 2.38600)
F (-2.32125, -0.72217, 3.34945)
C (-4.11495, -2.11241, 2.77380)
F (-4.14272, -2.61693, 4.01875)
C (-5.00504, -2.58566, 1.82627)
F (-5.89238, -3.53803, 2.14870)
C (-4.96545, -2.08056, 0.53759)
F (-5.82524, -2.55653, -0.38024)

Computed properties:
2S+1 = 1
E_LUMO = 0.34 eV
Kohn-Sham gap = 7.14 eV
highest occupied orbital energy = -6.8 eV

Here are the Löwdin charges for atoms 1 to 5, given in e: number 1, Sr, carries 1.24; number 2, C, carries -0.05; number 3, C, carries -0.15; number 4, N, carries -0.04; number 5, N, carries -0.04


Name the most stable of them. one.